The following is a DFT calculation (wB97M-V/def2-TZVPD) of a cluster of 2 separate species, C4H9S in total in a non-equilibrium geometry.

```
14
Properties=species:S:1:pos:R:3
C 1.1770 1.8760 1.7475
S 2.0951 2.4605 0.3431
H 1.3547 0.7933 1.8199
H 1.5006 2.3104 2.6868
H 0.0964 1.9241 1.6184
C -1.4575 -0.6236 -1.6380
C -0.8236 -0.9615 -0.3032
C 0.1539 -1.8545 -0.2130
H -1.8501 0.3911 -1.6588
H -0.6107 -0.5306 -2.3308
H -2.0985 -1.3817 -2.0781
H -0.8508 -0.1723 0.4441
H 0.7418 -1.9652 0.6885
H 0.5718 -2.2659 -1.1266
```

For the molar mass, the calculation gives 89.18 u. As for the total charge: 0. The electronic energy is -15126.526 eV. As for the spin multiplicity: 2.

***

The following is a DFT calculation (wB97M-V/def2-TZVPD) of a structure of composition C4HAgLiO in a non-equilibrium geometry.

```
8
Properties=species:S:1:pos:R:3
C -1.5476 -1.8183 -0.7365
C -1.4676 -0.4722 -1.0850
O 0.8792 0.9463 0.3569
C 0.6855 -0.3702 0.3712
C -0.5663 -0.8064 -0.0727
H 1.4560 -1.0172 0.8103
Li 0.7030 1.7787 1.9480
Ag -0.1422 1.7595 -1.5922
```

For the molar mass, the calculation gives 179.86 u. As for the total charge: 0. The electronic energy is -10407.999 eV. As for the spin multiplicity: 2.

***

The following is a DFT calculation (wB97M-V/def2-TZVPD) of the molecule C4HBr3N3OP in a non-equilibrium geometry.

```
13
Properties=species:S:1:pos:R:3
N -0.9888 2.2726 -2.1509
C -1.0783 1.2478 -1.6301
C -1.1908 -0.0833 -1.0613
C -2.3581 -0.0580 -0.1274
N -3.2098 0.0361 0.6167
C 0.0500 -0.5976 -0.2672
Br 0.1106 -2.4636 -0.0555
N 0.7781 0.2827 0.2584
P 2.0585 0.0197 1.1815
O 3.5861 -0.8880 0.3888
Br 1.4347 -1.1453 2.8998
Br 2.4555 2.0304 1.7880
H -1.6477 -0.6534 -1.8407
```

As for the structure (SMILES): N#CC(C#N)/C(Br)=N/P(=O)(Br)Br. For the molar mass, the calculation gives 377.76 u. As for the total charge: 0. The electronic energy is -230095.201 eV. As for the spin multiplicity: 1.

***

The following is a DFT calculation (wB97M-V/def2-TZVPD) of a cluster of 2 separate species, C4HCl3F3N5 in total in a non-equilibrium geometry.

```
16
Properties=species:S:1:pos:R:3
C 1.0645 -0.4907 -1.2672
C -0.5507 1.5327 0.8668
C 1.0055 -1.1190 -2.6302
C -1.4587 -0.3834 2.3086
N 1.8912 -0.6341 -0.2306
N 0.0712 0.3373 -1.0168
N 1.5929 0.2523 0.6331
N -1.0275 2.4445 1.4439
N 0.3837 0.8124 0.1724
F -0.2331 -1.4999 -2.8071
F 1.3372 -0.3462 -3.6384
F 1.8234 -2.2001 -2.6936
Cl -2.7173 0.2024 3.3454
Cl -0.0724 -0.9267 3.1746
Cl -2.1854 -1.3926 1.1429
H -0.9246 3.4111 1.1961
```

For the molar mass, the calculation gives 282.44 u. As for the total charge: 0. The electronic energy is -57328.458 eV. As for the spin multiplicity: 1.

***

The following is a DFT calculation (wB97M-V/def2-TZVPD) of a cluster of 2 separate species, C4HF3 in total in a non-equilibrium geometry.

```
8
Properties=species:S:1:pos:R:3
C 0.0892 -2.4679 -1.3029
C 0.3082 -1.5006 -0.5177
C 0.0631 -0.4480 0.2540
C -0.0453 0.9895 -0.0067
F 1.1417 1.3782 -0.5944
F -1.0029 1.1881 -0.9376
F -0.3444 1.8292 0.9946
H -0.2096 -0.9685 2.1107
```

For the molar mass, the calculation gives 106.05 u. As for the total charge: 0. The electronic energy is -12308.081 eV. As for the spin multiplicity: 1.

***

The following is a DFT calculation (wB97M-V/def2-TZVPD) of a structure of composition C4HLiO2Tm in a non-equilibrium geometry.

```
9
Properties=species:S:1:pos:R:3
C 1.0775 0.2412 0.0360
C 2.3801 0.3002 -0.0818
O 3.5252 0.4682 -0.2502
O -1.6824 0.4723 -0.6568
C -1.1810 -0.7466 -0.4471
C 0.1789 -0.8422 -0.1015
H -0.1543 -1.8560 0.4646
Tm -0.3220 2.0544 0.6765
Li -3.8219 -0.0914 0.3604
```

For the molar mass, the calculation gives 256.92 u. As for the total charge: +2. The electronic energy is -37971.382 eV. As for the spin multiplicity: 4.